ORCA calculation (ωB97M-V/def2-TZVPD) on an isolated molecule of C2H2Cl3F at a distorted geometry.

ORCA input file:
```
! wB97M-V def2-TZVPD RIJCOSX def2/J DEFGRID3
* xyz 0 1
F 0.855 1.083 1.064
C 0.640 0.655 -0.220
Cl 2.116 -0.378 -0.648
C -0.667 -0.057 -0.460
Cl -0.606 -1.490 0.565
Cl -1.973 1.013 -0.098
H 0.792 1.508 -0.915
H -0.439 -0.299 -1.491
*
```

Values from the calculation:
SMILES string: F[C@@H](Cl)C(Cl)Cl
LUMO energy: 0.67 eV
Kohn-Sham gap: 11.9 eV
Strongest force on any atom: 0.05372 Eh/bohr
ΔE to the lowest compared entry with this formula, charge and spin: 11.4 kcal/mol
E_HOMO: -11.2 eV